# 1
{"formula": "C6H7Cl2NS", "method": "the ωB97M-V functional and the def2-TZVPD basis", "orbital_gap_ev": [7.9, 6.3], "energy_ha": -1605.9814, "fmax_ev_per_a": 5.29, "total_charge": 0, "relative_energy_ev": 2.5369, "elements": ["Cl", "Cl", "S", "N", "C", "C", "C", "C", "C", "C", "H", "H", "H", "H", "H", "H", "H"], "xyz": [[2.26167, 0.50099, -0.37475], [0.45693, -2.70290, -3.01661], [-0.44934, -0.73255, -0.39976], [4.00924, -1.29058, -3.00483], [2.88237, -1.48942, -2.82434], [1.52416, -1.45964, -2.66527], [1.16955, -0.66907, -0.82727], [-0.44457, 0.21812, 2.18082], [-2.13005, 1.19582, 0.55976], [-0.71460, 0.69059, 0.76438], [-1.16447, -0.54345, 2.47480], [-0.52709, 1.05666, 2.87007], [-2.31095, 2.04598, 1.21425], [-2.27942, 1.51433, -0.46960], [0.55631, -0.19846, 2.26387], [-2.85415, 0.41928, 0.79077], [0.01442, 1.44431, 0.46370]]}



# 2
{"formula": "C3H6O2", "method": "the ωB97M-V functional and the def2-TZVPD basis", "orbital_gap_ev": 9.1, "energy_ha": -268.2359, "fmax_ev_per_a": 0.63, "total_charge": 0, "relative_energy_ev": 4.6081, "elements": ["O", "O", "C", "C", "C", "H", "H", "H", "H", "H", "H"], "xyz": [[0.38398, -0.73762, 0.61662], [-0.14825, -0.56735, -1.88953], [1.04167, 0.36670, 1.27525], [-0.86320, -0.24458, 0.47779], [-1.11629, -0.12784, -0.98123], [0.75462, 0.43489, 2.32671], [0.48840, -1.08320, -1.37133], [-2.10746, -0.55884, -1.15938], [0.78753, 1.31154, 0.77315], [2.09432, 0.16616, 1.11072], [-1.25496, 0.97047, -1.07254]]}



# 3
{"formula": "C3H4FNO", "method": "the ωB97M-V functional and the def2-TZVPD basis", "orbital_gap_ev": [8.6, 9.4], "energy_ha": -346.3266, "fmax_ev_per_a": 8.19, "total_charge": 0, "relative_energy_ev": 6.5886, "elements": ["F", "O", "N", "C", "C", "C", "H", "H", "H", "H"], "xyz": [[-1.82270, 0.60270, 2.16026], [1.18696, -0.72944, 0.76704], [-0.86965, 2.12239, 1.28013], [0.32612, 0.66241, -0.95797], [0.31505, 1.42426, 1.10718], [0.56331, 0.14121, 0.40008], [1.17275, 1.87652, 0.66874], [-0.66444, 0.48671, -1.38624], [0.48134, 1.75630, -0.88292], [1.17009, 0.18794, -1.48968]]}



# 4
{"formula": "C32H29N4O2S3SiSr", "method": "the ωB97M-V functional and the def2-TZVPD basis", "orbital_gap_ev": 6.7, "energy_ha": -3121.2732, "fmax_ev_per_a": 4.67, "total_charge": -1, "relative_energy_ev": 1.6918, "elements": ["Sr", "S", "S", "S", "Si", "O", "O", "N", "N", "N", "N", "C", "C", "C", "C", "C", "C", "C", "C", "C", "C", "C", "C", "C", "C", "C", "C", "C", "C", "C", "C", "C", "C", "C", "C", "C", "C", "C", "C", "C", "C", "C", "C", "H", "H", "H", "H", "H", "H", "H", "H", "H", "H", "H", "H", "H", "H", "H", "H", "H", "H", "H", "H", "H", "H", "H", "H", "H", "H", "H", "H", "H"], "xyz": [[-0.66246, -0.12959, 0.14785], [-3.19474, 0.97934, 0.85628], [3.47889, -1.14434, -2.88869], [-0.18356, -2.28923, 2.14078], [-2.67809, -4.09506, 3.38146], [-2.69308, -0.33344, 1.27179], [-4.28353, 0.98689, -0.08851], [0.29553, 2.48888, -0.83716], [-1.92885, 1.77199, 0.40269], [-1.38336, -2.51696, -0.22407], [2.32506, 0.04922, 0.79613], [2.07905, -1.37525, -3.83968], [4.50831, -0.44184, -0.02372], [-3.25697, -2.58105, 4.28650], [0.94244, -1.13294, -3.12398], [3.11842, -0.36275, -0.21412], [1.42422, 2.80036, -1.41775], [1.13179, -0.73971, -1.74322], [-4.76233, 2.99049, 4.59803], [-2.92581, 2.05185, 3.35587], [-3.39496, -3.73935, -0.69131], [-1.19752, -4.84837, 4.20862], [-2.34384, -2.93434, -1.06474], [-1.65893, 5.61475, -1.34935], [-0.57730, 4.69510, -1.39719], [-2.49426, -3.71896, 1.55957], [-2.82041, 5.23912, -0.74767], [-1.94569, 3.04777, -0.18374], [-3.45718, -4.12103, 0.65070], [2.47391, -0.70841, -1.49647], [1.65459, 4.05831, -2.02428], [5.06258, -0.10446, 1.19287], [-2.97242, 3.95578, -0.16292], [-4.03926, -5.38104, 3.51756], [4.23634, 0.31071, 2.22929], [-0.71373, 3.42149, -0.81891], [-3.41000, 2.67433, 4.49558], [-5.63454, 2.67846, 3.56427], [-5.15925, 2.05462, 2.41640], [-1.42920, -2.89619, 1.07954], [0.66241, 4.98912, -2.01077], [2.88224, 0.36392, 1.96708], [-3.80982, 1.74933, 2.32316], [-2.73320, 2.91217, 5.30694], [-3.59573, -2.82909, 5.30090], [6.13502, -0.16877, 1.33755], [-4.14645, -4.04162, -1.40883], [-0.03553, -1.24266, -3.58820], [0.80311, 5.95988, -2.47364], [-5.00926, -4.99424, 3.17886], [-5.13522, 3.48337, 5.48836], [-3.65257, 5.93169, -0.70927], [4.62426, 0.57794, 3.20535], [-3.91560, 3.68748, 0.29369], [-1.49898, -5.30141, 5.16073], [-4.08768, -2.11768, 3.74157], [-6.68671, 2.91925, 3.65000], [5.14038, -0.77697, -0.83630], [-0.76071, -5.63108, 3.57614], [-5.81597, 1.80298, 1.59272], [-2.44451, -1.85021, 4.34509], [-4.28977, -4.73368, 0.98443], [2.18734, 2.02486, -1.42786], [2.60817, 4.25926, -2.49569], [-2.24642, -2.59907, -2.09511], [2.17581, -1.68040, -4.87516], [-4.15104, -5.69169, 4.56461], [2.19118, 0.67327, 2.74871], [-1.54727, 6.59761, -1.79407], [-3.80304, -6.27491, 2.92462], [-0.42671, -4.09372, 4.38550], [-1.87602, 1.79522, 3.26364]]}



# 5
{"formula": "C3H6ClF", "method": "the ωB97M-V functional and the def2-TZVPD basis", "orbital_gap_ev": 9.6, "energy_ha": -677.8358, "fmax_ev_per_a": 3.12, "total_charge": 0, "relative_energy_ev": 3.3030, "elements": ["Cl", "F", "C", "C", "C", "H", "H", "H", "H", "H", "H"], "xyz": [[-3.57696, -0.75982, -0.05409], [-2.23508, 1.25826, -0.47602], [1.38128, 0.29055, 0.57578], [-2.39385, 0.34826, 0.41024], [0.68649, -0.55431, -0.46249], [-0.33827, -0.65750, -0.40666], [1.02538, -1.58872, -0.48217], [0.90210, -0.09297, -1.45396], [0.73766, 1.20050, 0.35912], [2.45806, 0.43810, 0.33198], [1.35319, 0.11765, 1.65826]]}



# 6
{"formula": "C19H23ClDyIN4O3", "method": "the ωB97M-V functional and the def2-TZVPD basis", "orbital_gap_ev": [3.1, 2.5], "energy_ha": -2825.3210, "fmax_ev_per_a": 5.88, "total_charge": -2, "multiplicity": 6, "s_squared": 9.803, "elements": ["Dy", "I", "Cl", "O", "O", "O", "N", "N", "N", "N", "C", "C", "C", "C", "C", "C", "C", "C", "C", "C", "C", "C", "C", "C", "C", "C", "C", "C", "C", "H", "H", "H", "H", "H", "H", "H", "H", "H", "H", "H", "H", "H", "H", "H", "H", "H", "H", "H", "H", "H", "H", "H"], "xyz": [[0.73195, -0.22238, -0.24867], [1.02252, -2.81590, -1.68965], [-5.33312, 4.02571, 4.16576], [-0.84250, 0.04574, 1.38878], [-0.58897, 1.69787, -0.08912], [2.55655, -0.51934, 1.00813], [1.09690, 1.38904, -3.19890], [-0.04640, -3.54509, 1.23809], [2.77666, 2.02067, -2.02188], [-1.73109, -2.72028, 0.15550], [-4.02173, 1.83645, 3.29982], [-0.07879, 0.69729, -3.68357], [4.24169, -1.82433, -0.25181], [-4.17089, 3.22971, 3.19249], [-1.18918, -3.91083, 1.91939], [-2.26455, 1.93552, 1.65589], [-0.35540, -2.77767, 0.14476], [2.76171, 2.81711, -3.14971], [2.96883, -1.10970, -0.02093], [-2.41855, 3.31973, 1.51827], [-3.36816, 3.97425, 2.30900], [-1.18922, 1.21585, 0.94312], [-3.05630, 1.19128, 2.52798], [1.73936, 1.11606, -2.01131], [1.70196, 2.42437, -3.88861], [-2.23369, -3.39954, 1.24918], [3.81077, 2.13022, -1.01411], [1.28688, -3.85882, 1.70236], [-2.57038, -1.95355, -0.74042], [4.39735, 3.03783, -1.21929], [-3.41643, -2.58112, -1.06184], [3.38334, 2.20204, -0.00081], [-0.97230, 0.93704, -3.07688], [1.33413, 2.78321, -4.83118], [-0.27339, 1.00238, -4.72387], [-2.90018, 0.11437, 2.60403], [-3.29153, -3.47760, 1.43251], [-1.79139, 3.87098, 0.81257], [-1.98346, -1.63672, -1.61387], [3.49408, 3.58377, -3.32186], [4.48952, 1.26044, -1.03139], [5.06357, -1.49178, 0.41811], [4.06892, -2.91174, -0.15834], [1.72201, -3.01132, 2.25642], [-4.64214, 1.26612, 3.98272], [0.06277, -0.39721, -3.64822], [1.94330, -4.10766, 0.86058], [-2.98287, -1.06828, -0.22001], [4.50282, -1.59644, -1.30016], [-3.49462, 5.05493, 2.24783], [-1.14868, -4.52330, 2.80468], [1.19832, -4.71936, 2.37843]]}



# 7
{"formula": "C5H10N2O2", "method": "the ωB97M-V functional and the def2-TZVPD basis", "orbital_gap_ev": 8.9, "energy_ha": -456.4406, "fmax_ev_per_a": 1.00, "total_charge": 0, "relative_energy_ev": 3.0923, "elements": ["O", "O", "N", "N", "C", "C", "C", "C", "C", "H", "H", "H", "H", "H", "H", "H", "H", "H", "H"], "xyz": [[0.51040, -1.77268, -0.83900], [-0.91258, 1.95214, 1.45893], [-0.33572, -0.50927, -2.52517], [-0.57435, -0.13896, 0.56420], [1.30808, 1.19226, 1.35289], [-2.01273, -0.26849, 0.39500], [0.41665, -0.62246, -1.44137], [2.23664, 0.23937, 1.34575], [-0.16583, 1.02067, 1.15057], [3.27501, 0.46872, 1.55110], [-2.22167, -1.16058, -0.20201], [-0.39187, 0.36036, -3.02920], [1.58614, 2.21971, 1.56192], [-2.52166, -0.37424, 1.35787], [-2.44348, 0.60868, -0.09940], [0.15267, -1.36644, 0.15436], [1.99557, -0.80702, 1.20867], [-1.00446, -1.23536, -2.73620], [1.10317, 0.19360, -1.22890]]}



# 8
{"formula": "C5H6N", "method": "the ωB97M-V functional and the def2-TZVPD basis", "orbital_gap_ev": [5.7, 5.7], "energy_ha": -248.1949, "fmax_ev_per_a": 5.82, "total_charge": 1, "relative_energy_ev": 11.4496, "elements": ["N", "C", "C", "C", "C", "C", "H", "H", "H", "H", "H", "H"], "xyz": [[0.26770, -0.28112, 0.13010], [-0.52749, -1.17879, -2.18785], [-0.00674, -0.93664, -1.06852], [-1.64875, 1.78762, 0.48821], [0.65566, -1.59581, 0.08957], [1.69130, -0.53315, 0.20624], [-1.12449, 2.42256, 1.20278], [-1.76420, 2.27650, -0.58464], [2.09232, -0.05442, -0.66189], [2.21371, -0.28216, 1.16130], [0.30287, -2.46822, 0.53371], [-2.15188, 0.84363, 0.69098]]}



# 9
{"formula": "C5H12NO", "method": "the ωB97M-V functional and the def2-TZVPD basis", "orbital_gap_ev": 5.9, "energy_ha": -327.2557, "fmax_ev_per_a": 7.71, "total_charge": 1, "relative_energy_ev": 5.5480, "elements": ["O", "N", "C", "C", "C", "C", "C", "H", "H", "H", "H", "H", "H", "H", "H", "H", "H", "H", "H"], "xyz": [[1.10690, 2.59759, 0.80880], [0.83429, -1.17026, -0.53648], [-1.35820, 0.88872, -0.53249], [1.61666, 0.14298, -0.45362], [-0.93229, 0.00903, 0.64073], [-0.83922, -2.54420, 0.47141], [-0.28551, -1.30001, 0.19436], [2.37239, 0.01840, 0.30970], [-1.60650, -2.53476, 1.28075], [-0.42889, 0.85127, -1.12716], [-2.11453, 0.43475, -1.17653], [-0.59392, -3.40617, -0.09954], [-1.84718, -0.33895, 1.15858], [-1.59333, 1.91762, -0.26858], [1.09904, -1.80778, -1.26587], [2.07008, 0.20961, -1.42495], [1.51902, 1.89858, 0.25273], [-0.43201, 0.68216, 1.29520], [1.41320, 3.45142, 0.47297]]}



# 10
{"formula": "C2H3N3O2", "method": "the ωB97M-V functional and the def2-TZVPD basis", "orbital_gap_ev": 8.6, "energy_ha": -392.5207, "fmax_ev_per_a": 1.21, "total_charge": 0, "relative_energy_ev": 7.4248, "elements": ["O", "O", "N", "N", "N", "C", "C", "H", "H", "H"], "xyz": [[-3.31455, 1.30098, -0.27206], [0.44390, 3.44971, 0.00254], [0.61513, 2.29155, 0.27073], [-2.35643, 0.95190, -0.86964], [0.74183, -0.04008, 0.82723], [0.35520, 1.14202, 0.31085], [-1.27302, 0.69020, -1.21676], [-0.68295, 0.32675, -2.00724], [0.49866, -0.85078, 0.27674], [0.51409, -0.15954, 1.80707]]}



# 11
{"formula": "C6H8N2O4", "method": "the ωB97M-V functional and the def2-TZVPD basis", "orbital_gap_ev": 10.2, "energy_ha": -643.8852, "smiles": "O=c1cc[nH]c(=O)[nH]1.CC(=O)O", "fmax_ev_per_a": 5.84, "total_charge": 0, "relative_energy_ev": 2.4142, "elements": ["O", "O", "O", "O", "N", "N", "C", "C", "C", "C", "C", "C", "H", "H", "H", "H", "H", "H", "H", "H"], "xyz": [[-2.64942, 1.20315, 0.08215], [-0.03672, -1.64346, 0.46580], [-2.86397, -1.06566, -0.26395], [4.31057, -0.72678, -0.25036], [2.11306, -0.91388, -0.10006], [0.66159, 0.66719, 0.26955], [3.31196, -0.07462, -0.18073], [1.65212, 1.65041, 0.10395], [-3.43661, 0.23401, -0.07445], [2.99298, 1.41054, -0.09797], [0.73911, -0.64726, 0.15203], [-5.02046, 0.11940, -0.12433], [-5.43556, -0.09837, 0.87232], [2.20456, -1.87580, 0.15831], [-5.14250, 1.23092, -0.65905], [-0.27849, 0.79134, 0.64545], [1.25713, 2.64093, 0.29041], [-1.92721, -0.97387, -0.29748], [3.58711, 2.39723, -0.29686], [-5.20592, -0.67849, -0.83975]]}



# 12
{"formula": "CH6N2O", "method": "the ωB97M-V functional and the def2-TZVPD basis", "orbital_gap_ev": 5.7, "energy_ha": -226.3330, "fmax_ev_per_a": 4.06, "total_charge": 0, "relative_energy_ev": 3.6610, "elements": ["O", "N", "N", "C", "H", "H", "H", "H", "H", "H"], "xyz": [[-2.00348, -0.97624, -1.49521], [1.16490, 1.35453, 1.02062], [0.67715, -0.75051, 0.13703], [0.29833, 0.49228, 0.54147], [-2.77571, -0.99175, -2.08499], [0.79606, 2.23898, 1.31761], [2.11810, 1.12375, 1.13885], [-0.79418, 0.61563, 0.55195], [1.59852, -1.15166, 0.18547], [0.18146, -1.29795, -0.62787]]}



- Number 10 is which compound?
  C2H3N3O2